Record 1
{"formula": "C38H37N2Si", "method": "the ωB97M-V functional and the def2-TZVPD basis", "e_homo_ev": -10.02, "gap_ev": 4.787, "energy_ha": -1868.9826, "charge": 1, "mol_weight_g_mol": 549.81, "spin_multiplicity": 1, "fmax_ha_per_bohr": 0.0300, "e_above_lowest_kcal_mol": 17.22, "species": ["Si", "N", "N", "C", "C", "C", "C", "C", "C", "C", "C", "C", "C", "C", "C", "C", "C", "C", "C", "C", "C", "C", "C", "C", "C", "C", "C", "C", "C", "C", "C", "C", "C", "C", "C", "C", "C", "C", "C", "C", "C", "H", "H", "H", "H", "H", "H", "H", "H", "H", "H", "H", "H", "H", "H", "H", "H", "H", "H", "H", "H", "H", "H", "H", "H", "H", "H", "H", "H", "H", "H", "H", "H", "H", "H", "H", "H", "H"], "xyz": [[-0.057, -1.913, 2.448], [-2.025, -0.496, 1.085], [-0.547, 1.055, -5.271], [0.766, -2.177, 0.807], [-0.195, 1.678, -3.100], [0.204, -3.426, 3.499], [-0.549, 0.287, -6.506], [1.784, 3.706, -2.254], [0.076, -5.819, 3.891], [-0.134, 0.615, -4.048], [0.827, -3.269, 4.746], [1.079, -4.372, 5.563], [1.577, -2.770, -1.813], [0.263, 1.785, -1.762], [0.595, -0.453, 3.401], [0.165, 1.220, 5.104], [-1.364, 3.240, -6.196], [-0.741, 2.808, -3.849], [2.296, 4.070, 0.460], [-2.706, -2.712, 1.704], [-0.181, 0.023, 4.471], [2.180, -3.408, -0.725], [-0.177, -4.710, 3.078], [-1.007, 4.127, -3.519], [-1.864, -1.499, 2.121], [-3.275, -0.697, 0.359], [1.137, 2.836, -1.324], [-1.686, 4.557, -5.829], [2.574, 4.773, -1.841], [1.318, 1.904, 4.703], [0.614, -1.782, -1.586], [2.154, 1.365, 3.716], [2.846, 4.965, -0.477], [1.456, 3.036, 0.057], [1.799, 0.178, 3.067], [-1.501, 4.996, -4.506], [1.766, -3.137, 0.583], [0.707, -5.648, 5.127], [-3.736, -2.127, 0.714], [0.269, -1.467, -0.281], [-0.921, 2.397, -5.189], [2.550, 4.181, 1.518], [-1.455, 2.878, -7.219], [1.555, -4.227, 6.535], [2.980, -4.131, -0.894], [-0.470, 1.608, 5.901], [-2.234, -1.103, 3.085], [-4.701, -2.058, 1.228], [-0.228, -6.814, 3.557], [1.650, 3.528, -3.321], [0.020, 0.990, -1.060], [2.201, -3.667, 1.431], [-3.126, -0.541, -0.721], [3.003, 5.448, -2.583], [3.083, 1.868, 3.441], [0.248, -0.385, -3.920], [1.125, -2.272, 5.074], [0.462, 0.165, -6.921], [1.850, -3.035, -2.830], [-0.983, -0.712, -6.363], [-2.060, 5.248, -6.588], [2.447, -0.265, 2.306], [-0.836, 4.448, -2.493], [-0.660, -4.851, 2.110], [1.014, 2.349, 0.786], [-0.454, -0.673, -0.098], [-2.094, -3.498, 1.239], [-4.016, 0.042, 0.699], [-3.846, -2.757, -0.174], [-1.810, 0.465, 1.354], [-1.733, 6.030, -4.239], [-1.059, -0.538, 4.808], [0.110, -1.269, -2.395], [-1.131, 0.846, -7.244], [1.569, 2.858, 5.165], [-3.165, -3.157, 2.592], [3.506, 5.770, -0.154], [0.901, -6.510, 5.761]], "atomic_forces_ev_per_a": [[0.2, -0.1, 0.2], [0.0, 0.4, -0.4], [0.6, -0.6, 1.3], [0.5, -0.1, 0.0], [-0.2, 0.3, -0.4], [-0.1, -0.1, 0.2], [0.2, -0.3, -0.4], [-0.1, 0.1, 0.0], [0.0, 0.2, -0.1], [-0.8, 0.8, -0.3], [0.0, -0.4, 0.0], [-0.1, -0.1, -0.2], [-0.2, 0.1, 0.1], [0.9, -0.3, -0.7], [0.1, -0.1, 0.1], [0.0, -0.2, -0.1], [-0.3, 0.5, 0.2], [0.7, 0.2, -1.0], [0.1, 0.0, 0.0], [0.2, 0.3, -0.2], [0.3, 0.6, -0.1], [0.1, 0.0, 0.1], [0.2, -0.2, 0.4], [-0.6, 0.5, -0.2], [0.2, 0.0, 1.1], [-0.2, 0.4, 0.3], [0.1, 0.8, 0.4], [0.3, -0.5, -0.1], [0.0, -0.3, 0.0], [0.0, -0.2, -0.2], [0.6, -0.5, 0.3], [-0.1, 0.0, 0.0], [-0.5, -0.7, -0.1], [-0.3, -0.2, -0.3], [-0.3, 0.4, 0.3], [0.1, -0.3, 0.4], [-0.3, 0.2, -0.4], [0.0, 0.2, 0.0], [-0.3, 0.0, 0.1], [-0.1, 0.3, -0.6], [0.0, 0.0, 0.6], [-0.2, -0.1, -0.4], [-0.1, 0.3, 0.2], [-0.1, -0.1, -0.3], [-0.3, 0.1, 0.0], [0.3, 0.0, -0.2], [-0.2, -0.3, -0.1], [0.1, -0.1, -0.3], [0.1, 0.3, 0.1], [0.0, 0.1, 0.3], [0.4, 0.0, 0.0], [-0.1, 0.0, -0.3], [0.0, -0.1, 0.2], [-0.1, -0.3, 0.2], [-0.2, -0.1, 0.1], [0.0, 0.1, -0.2], [-0.1, -0.3, 0.0], [-0.2, 0.1, 0.3], [0.1, 0.0, 0.2], [0.0, 0.4, 0.1], [0.2, -0.2, 0.3], [-0.2, 0.3, 0.1], [-0.1, 0.2, -0.3], [0.1, 0.0, 0.2], [0.2, 0.3, -0.1], [0.1, -0.5, -0.1], [-0.2, 0.3, -0.1], [-0.1, -0.2, -0.2], [-0.1, 0.1, 0.2], [-0.4, -0.5, 0.2], [0.1, -0.4, -0.1], [0.2, 0.3, -0.2], [0.1, -0.2, 0.1], [0.0, -0.3, 0.2], [0.0, -0.2, 0.0], [0.0, 0.0, -0.3], [-0.2, -0.2, -0.1], [0.0, 0.1, -0.1]]}

***

Record 2
{"formula": "C22H68F2N26O21S", "method": "the ωB97M-V functional and the def2-TZVPD basis", "e_homo_ev": -8.97, "gap_ev": 8.557, "energy_ha": -4480.9428, "charge": 0, "mol_weight_g_mol": 1103.01, "spin_multiplicity": 1, "fmax_ha_per_bohr": 0.1316, "e_above_lowest_kcal_mol": 178.09, "species": ["S", "F", "F", "O", "O", "O", "O", "O", "O", "O", "O", "O", "O", "O", "O", "O", "O", "O", "O", "O", "O", "O", "O", "O", "N", "N", "N", "N", "N", "N", "N", "N", "N", "N", "N", "N", "N", "N", "N", "N", "N", "N", "N", "N", "N", "N", "N", "N", "N", "N", "C", "C", "C", "C", "C", "C", "C", "C", "C", "C", "C", "C", "C", "C", "C", "C", "C", "C", "C", "C", "C", "C", "H", "H", "H", "H", "H", "H", "H", "H", "H", "H", "H", "H", "H", "H", "H", "H", "H", "H", "H", "H", "H", "H", "H", "H", "H", "H", "H", "H", "H", "H", "H", "H", "H", "H", "H", "H", "H", "H", "H", "H", "H", "H", "H", "H", "H", "H", "H", "H", "H", "H", "H", "H", "H", "H", "H", "H", "H", "H", "H", "H", "H", "H", "H", "H", "H", "H", "H", "H"], "xyz": [[-2.952, 1.953, -4.480], [-3.221, 2.690, -1.532], [-3.278, 0.307, -1.112], [1.974, 2.845, -5.155], [1.201, 8.183, 6.202], [2.641, -3.211, -4.253], [0.635, -0.564, -2.736], [1.919, 3.356, -1.296], [0.255, -1.599, 4.612], [1.777, -3.269, 2.250], [-3.773, 1.187, -3.182], [-7.530, -3.823, 1.796], [9.424, 1.094, 6.730], [-2.744, 3.505, -4.372], [1.877, -1.313, -0.861], [1.234, 3.847, 2.779], [-2.332, -4.155, 1.198], [-5.767, 3.546, 3.033], [2.281, -5.933, -7.883], [-1.397, 1.292, -4.070], [-3.171, -3.126, -8.650], [-6.163, 0.074, 7.279], [-3.623, 1.447, -5.787], [5.051, -0.218, 5.687], [1.103, -5.730, -9.792], [11.035, -0.424, 7.150], [-8.130, -5.923, 1.242], [-4.177, 4.140, 1.551], [-5.286, 1.831, 6.175], [-4.000, -3.024, 2.205], [6.641, 0.376, 4.205], [3.034, -4.512, -6.050], [-0.467, 9.314, 7.210], [0.795, 3.049, -7.064], [1.451, 1.005, -6.346], [4.231, -2.617, -5.735], [-6.109, 0.063, 5.026], [5.443, -1.519, 3.890], [1.758, -7.773, -9.073], [0.768, 5.218, 4.505], [-5.375, 2.245, 1.236], [-3.611, -1.048, -7.898], [1.384, 0.348, 4.725], [2.056, -1.429, 5.955], [9.542, -0.780, 5.486], [-3.429, -2.544, 0.068], [0.103, 9.795, 5.073], [2.791, 5.310, 3.494], [-6.302, -4.978, 0.301], [-4.526, -2.846, -6.872], [0.159, 2.750, 0.383], [-2.787, 1.360, -2.065], [1.173, -0.936, 5.068], [-0.206, 2.527, -2.349], [-1.236, 1.275, -2.589], [0.334, 9.043, 6.164], [5.672, -0.439, 4.659], [-5.871, 0.621, 6.227], [-7.333, -4.843, 1.154], [-5.146, 3.324, 2.005], [1.325, -3.220, 0.830], [1.748, -6.446, -8.854], [2.456, -2.424, -0.085], [1.576, 4.735, 3.544], [1.441, 2.332, -6.126], [0.825, 2.351, -1.087], [3.262, -3.432, -5.280], [-3.198, -3.296, 1.160], [1.103, -1.798, -2.023], [-3.733, -2.387, -7.857], [9.966, 0.031, 6.472], [-0.746, -0.267, -2.324], [-3.023, -0.661, -8.625], [-4.719, -2.321, 2.193], [-7.984, -6.772, 0.721], [-4.645, -3.849, -6.806], [-0.860, 3.516, -2.305], [-3.655, 3.974, 0.707], [2.134, 0.910, 5.090], [1.082, -2.813, 2.843], [5.944, -1.719, 3.040], [9.975, -1.660, 5.258], [11.495, -1.297, 6.951], [4.435, -1.793, -5.185], [3.535, -4.711, -6.899], [-3.973, 4.964, 2.101], [-6.549, -0.848, 5.021], [-4.874, 2.045, 0.386], [-6.096, 1.606, 1.542], [4.722, -2.158, 4.196], [-5.677, -4.188, 0.205], [-0.633, 3.609, 0.320], [2.312, -5.151, -5.743], [-4.066, -0.424, -7.254], [2.349, 3.170, -2.183], [3.102, -3.174, -0.715], [-0.327, 8.771, 8.051], [-8.919, -5.864, 1.873], [-0.220, 1.796, 0.975], [1.927, 0.429, -5.663], [1.031, 5.949, 5.144], [3.213, -1.920, 0.688], [-1.186, 10.018, 7.197], [0.685, 9.622, 4.263], [1.018, 0.564, -7.139], [0.350, 2.644, -7.871], [6.845, 1.200, 4.755], [2.234, -8.349, -8.391], [7.163, 0.210, 3.361], [-6.123, -5.809, -0.236], [-1.446, -0.970, -2.985], [1.071, -4.727, -9.665], [-4.138, -1.831, 0.018], [-0.156, 4.812, 4.576], [4.754, -2.783, -6.578], [0.741, 0.758, 4.059], [1.361, 1.313, -1.020], [0.259, -2.691, 0.789], [-0.605, 10.507, 5.022], [11.386, 0.156, 7.900], [0.189, -2.496, -1.702], [-5.089, 2.286, 7.057], [3.090, 6.042, 4.115], [-3.859, -3.568, 3.047], [-5.876, 0.499, 4.150], [0.764, 4.052, -6.937], [-2.848, -2.716, -0.741], [1.279, -4.340, 0.437], [0.478, 2.658, -3.319], [-0.890, -0.629, -1.205], [1.769, -2.456, -2.764], [-4.998, -2.254, -6.210], [-5.038, 2.298, 5.319], [1.933, -2.392, 6.240], [3.430, 4.975, 2.785], [0.658, -6.134, -10.599], [8.740, -0.475, 4.951], [2.818, -0.898, 6.342], [1.058, 3.180, 1.036], [1.325, -8.214, -9.867]], "atomic_forces_ev_per_a": [[0.3, 3.0, -3.1], [1.7, -3.8, -0.6], [1.9, 3.4, -2.5], [0.1, 0.2, 0.3], [0.2, -0.4, -0.1], [-0.1, 0.2, 0.4], [-1.3, -1.2, 1.7], [-0.9, -1.3, -1.1], [-0.4, -0.4, -0.5], [-1.9, 1.0, -0.7], [3.8, 1.6, 0.1], [0.0, 0.2, 0.1], [0.0, 0.1, -0.1], [-1.3, -6.6, 0.0], [-0.6, -2.1, -0.9], [0.0, -0.2, 0.3], [0.1, 0.0, -0.2], [-0.1, -0.1, 0.4], [0.0, -0.4, -0.3], [-3.5, 0.7, -0.6], [0.1, -0.1, -0.1], [-0.1, -0.1, 0.1], [3.0, 1.4, 5.5], [-0.2, 0.1, 0.2], [-0.4, 1.1, -0.6], [1.2, -0.1, 1.0], [-1.2, -0.9, 0.4], [0.8, 1.1, -0.1], [0.7, 1.2, 0.4], [-0.5, -0.1, 1.1], [1.2, 1.1, 0.0], [0.0, -0.1, 0.6], [-0.5, -0.1, 1.3], [-0.6, 1.2, -0.7], [0.3, -1.3, 0.2], [1.0, 1.4, 0.0], [-0.4, -1.1, -1.2], [-0.4, -1.2, -0.3], [0.3, -1.3, 0.2], [-1.1, 0.1, 0.7], [-0.6, -1.4, -0.5], [0.4, 1.2, -0.4], [-0.3, 1.1, -0.6], [0.5, -1.0, 0.8], [-0.7, -0.6, -1.2], [-0.1, 0.6, -1.7], [0.1, 0.5, -1.3], [1.4, 0.3, -0.5], [1.1, 0.3, -0.8], [-0.8, -1.0, 1.0], [1.6, -0.2, -0.1], [-3.8, 0.5, 1.2], [0.1, 0.0, 0.0], [0.3, 0.2, 0.2], [0.9, -0.7, -0.6], [0.2, -0.3, 0.0], [-0.5, -0.2, 0.4], [-0.1, -0.1, 0.8], [0.0, 0.5, 0.3], [-0.1, 0.2, 0.3], [0.1, -0.2, 0.0], [0.0, 0.1, 0.0], [0.4, 0.1, 1.6], [-0.2, -0.1, 0.0], [0.2, 0.0, 0.4], [-0.1, 0.9, 0.8], [-0.3, -0.9, -0.3], [0.6, -0.7, 0.7], [0.4, -0.5, -0.5], [0.4, -0.3, -0.6], [-0.4, 0.7, 0.2], [-0.4, -1.5, 0.5], [-0.3, -0.1, 0.3], [0.1, -0.2, 0.0], [0.0, 0.2, 0.1], [0.0, 0.4, 0.0], [1.4, -2.1, 0.2], [-0.1, 0.0, 0.1], [0.0, -0.1, -0.1], [1.4, -0.9, -1.4], [-0.2, 0.1, 0.1], [-0.1, 0.2, 0.1], [-0.1, 0.2, 0.0], [0.0, -0.3, -0.2], [-0.4, 0.0, 0.2], [-0.1, -0.3, -0.2], [0.2, 0.4, 0.0], [0.0, 0.1, 0.1], [0.2, 0.3, -0.2], [0.2, 0.2, -0.2], [-0.1, -0.4, 0.0], [1.3, -1.8, -0.1], [0.3, 0.2, -0.4], [0.1, 0.0, 0.0], [-0.8, 0.2, 1.4], [-1.5, 1.4, 0.8], [-0.1, 0.2, -0.3], [0.3, -0.1, -0.3], [0.5, 2.0, -1.4], [-0.3, 0.1, -0.2], [0.0, 0.1, 0.0], [-1.8, -1.0, -1.7], [0.1, -0.1, 0.0], [-0.3, 0.1, 0.3], [0.1, 0.1, 0.2], [0.1, 0.1, 0.2], [0.0, -0.2, -0.2], [-0.2, 0.2, -0.3], [-0.2, 0.1, 0.0], [0.0, 0.2, 0.1], [1.1, 1.7, 1.3], [-0.1, -0.4, -0.1], [0.2, -0.1, 0.0], [0.4, 0.2, 0.0], [-0.1, 0.0, 0.2], [0.3, -0.1, 0.2], [-1.5, 1.7, -0.3], [2.4, -1.2, -0.2], [0.1, -0.1, 0.0], [-0.1, -0.3, -0.3], [1.6, 1.7, -0.4], [-0.1, -0.2, -0.4], [-0.1, -0.1, -0.1], [-0.1, 0.2, -0.3], [0.0, 0.1, 0.2], [0.0, -0.4, -0.1], [-0.2, 0.1, 0.3], [-0.2, 2.4, 0.9], [-1.7, -0.8, 1.9], [0.2, 1.3, -2.1], [-1.4, 1.9, 1.6], [0.1, -0.1, -0.1], [-0.2, 0.0, 0.0], [0.0, 0.4, -0.1], [-0.2, 0.1, 0.3], [0.1, 0.1, 0.2], [0.2, -0.2, 0.3], [0.1, 0.0, -0.2], [-2.2, -1.1, -1.7], [0.1, 0.1, 0.2]]}

***

Question: Among the records above, which one has the highest charge?
Answer: C38H37N2Si

***

Question: The lowest charge belongs to which entry?
Answer: C22H68F2N26O21S